The following is a quantum chemistry calculation of C84H220Br6N15O11 as an isolated structure at a distorted geometry, from the OMol25 dataset.

Calculated values
Net charge: +9
LUMO energy in eV: -10.4
HOMO energy in Eh: -0.44073
Orbital gap in eV: 1.6116

Last column: Löwdin charge in e.
Positions of all 336 atoms, in Å:
C -8.1133 5.7371 -14.0277  -0.073
H 4.5999 -4.7915 -6.9624  0.057
H 2.6977 -5.0425 2.7961  0.013
H 0.5296 6.2616 -1.5178  0.064
H 10.5099 -7.9497 16.5616  0.134
H 1.9908 -13.1854 -0.2701  0.093
C 0.7340 -6.6888 2.9672  -0.098
H -8.7558 11.2363 5.1251  0.119
H -9.9494 0.8210 -3.9803  0.150
H -1.4829 7.7259 -0.1366  0.142
H -9.4281 6.7836 -12.4974  0.130
C -2.0338 -4.0238 6.5531  -0.145
H 6.0680 7.5725 -1.9664  0.128
H 8.7642 -7.3120 -1.2949  0.125
H 0.9132 2.2880 4.8595  0.105
C 6.5512 16.3148 4.0583  0.000
H 2.4339 8.5108 -1.1477  0.050
H 4.3144 -6.5584 -5.4948  0.111
H 8.4855 -3.8810 -1.2708  0.129
H 3.7383 -7.1689 4.5481  0.118
H 7.0362 -10.9701 17.1590  0.127
C 0.9288 4.0647 -10.1930  -0.150
H 1.5243 -5.7266 -9.1577  0.089
H -1.5566 3.2834 -9.6540  0.113
H 7.3458 14.6028 1.8762  0.108
H 3.2407 6.1757 -0.0209  -0.065
H 6.4739 -0.2524 2.6417  0.091
H 0.6462 -3.7691 9.5338  0.140
H 1.9000 1.3241 5.8697  0.105
C -1.9953 -2.4865 6.4287  -0.137
H 7.4460 -5.3991 -4.0992  0.104
H 10.2994 -5.4581 -1.0419  0.112
O 2.3981 1.4134 3.8257  -0.253
C 0.1745 -7.0321 -7.2612  0.025
C -10.3511 -0.0631 -3.4529  -0.081
C 0.0715 -1.9808 10.4851  -0.223
H 3.3125 6.5536 -2.5066  0.141
N 2.1903 -7.0540 3.0730  -0.349
H -1.1799 -6.8865 3.9095  0.146
C 2.4428 -8.4314 2.4288  0.034
H -7.1251 5.5407 -16.5017  0.117
H 3.7374 0.4834 5.0573  0.144
H -0.3977 2.2547 -8.8026  0.109
C 4.4635 0.6178 2.9822  -0.290
H 10.2848 -4.2826 -2.3915  0.104
O 5.2590 12.5082 2.7701  -0.032
C -2.6769 6.1218 -2.8554  0.037
C 9.6173 -8.5133 16.1988  0.002
H 5.1834 -1.3491 3.0927  0.096
H -2.5396 -14.0289 -2.6144  0.117
N -1.6401 6.4652 -1.7470  -0.342
H 4.0669 0.6727 1.9747  0.085
H -8.4282 4.3829 -16.2236  0.129
H -7.5226 10.2763 5.9325  0.107
H 0.9980 5.9534 -6.1977  0.107
H -0.7153 -13.7730 0.4043  0.126
H -1.9104 -4.5050 5.6245  0.094
H -1.2218 -1.1672 8.0889  0.128
C 5.3239 7.0577 -2.5435  -0.248
O 5.6554 5.7248 -2.7059  -0.176
C 6.9265 5.6342 -3.3538  -0.050
H 7.5893 -7.3584 -2.7143  0.109
O 0.7665 -0.1520 1.2986  -0.213
H -2.7543 -3.1865 9.9987  0.084
H -1.5519 5.5629 -8.8494  0.116
H -8.5102 -1.7336 -2.4737  0.151
H 2.3384 -6.2698 4.9434  0.077
C -2.0882 -3.8930 9.6091  0.053
Br 4.1623 2.8244 0.3223  0.256
C 0.9208 -5.0497 -5.9012  0.004
C -8.9773 7.8814 5.8535  -0.085
Br 2.5029 -4.9529 -1.7179  -0.438
C 2.6423 -7.1980 4.4815  -0.007
H 2.1157 -1.7792 10.2536  0.064
C 2.6909 3.1724 -11.5667  -0.099
H 1.8174 -9.1733 2.8820  0.079
C 0.3587 5.5374 -6.9464  -0.141
O 7.9335 -10.8233 15.2783  -0.050
H 7.3219 15.6177 4.3618  0.111
C -3.8233 -16.3208 -0.0807  -0.152
H -2.5577 6.8517 -3.6461  0.093
H -0.7421 -6.6510 -7.7344  0.121
H 1.6059 -1.4480 11.8392  0.091
H 6.0152 15.2424 0.8279  0.123
C 10.1380 -5.3077 -2.0942  -0.017
H -0.1326 -1.7503 0.3137  0.102
H 5.2556 7.7543 -3.4264  0.156
C 6.7010 15.4615 1.6895  0.028
H 0.4017 -4.6320 -8.3507  0.093
C -8.3647 -0.6885 -2.0986  -0.180
H 6.8878 4.6990 -3.8897  0.094
H 0.1812 -7.1789 5.1145  0.112
C 1.2257 -12.9217 -1.0342  -0.098
H -10.5375 5.1949 -15.4331  0.115
H 4.0306 9.2452 -1.0429  0.096
N -1.1341 -3.2461 8.6002  -0.243
H -8.4064 4.6723 -13.9318  0.151
H -9.1323 10.4094 6.6679  0.082
H 2.7963 -0.5572 3.9314  0.059
H 5.8547 16.4675 4.8499  0.108
H 0.6820 -5.5860 2.9647  0.087
C -7.8996 8.9682 3.9363  -0.032
H 1.7274 -3.1490 11.3486  0.100
H -10.3774 -2.0754 -1.8257  0.137
H 10.8599 -5.9342 -2.6670  0.135
H 0.6472 -12.0800 -0.6283  0.072
H -0.1480 2.5458 -1.5120  -0.086
C 7.0037 -10.3645 16.2468  -0.235
H 9.3723 -7.3744 -3.0365  0.103
H -2.7873 5.3629 -0.2982  0.085
N -8.7037 6.2989 -15.3268  -0.382
H 1.7520 -12.4587 -1.8604  0.073
H -10.5108 -1.1180 -0.3826  0.126
H 4.5984 11.8868 2.9464  0.065
H -0.1359 -7.4177 -6.3162  0.096
C -9.7656 1.1005 -1.2618  0.039
H 1.5094 4.9972 -10.1500  0.133
C 1.3247 -5.1394 -8.3146  0.035
H 5.6304 17.8784 2.1396  0.107
H 6.3929 -3.7707 -2.6873  0.131
H 0.2579 4.0270 -10.9846  0.114
H -4.2484 -16.8816 0.7358  0.127
C 0.6356 0.5231 0.0540  -0.145
C -5.9876 -0.7951 -2.5298  -0.116
H 1.0485 -5.6114 -4.9570  0.112
H -12.1565 1.0205 -3.2305  0.114
H 4.7373 -5.3953 -1.9760  -0.117
H 1.6987 -4.2977 -5.8977  0.100
H -2.8579 -1.9577 5.9877  0.135
H 4.6208 6.9715 0.0989  0.156
H -1.4919 -4.2551 10.4156  0.100
H -12.1956 -0.4240 -4.1315  0.116
C 0.9895 4.3597 -7.6984  -0.092
O -0.2068 -8.7461 3.6528  -0.089
H 2.0743 4.5376 -7.9358  0.154
H 0.7515 0.5160 4.6993  0.086
H 2.5615 2.5429 1.0148  -0.126
H 9.2126 -6.7535 18.0855  0.099
Br -0.8428 2.5196 -3.8127  -0.461
H -0.1765 8.8972 -1.5754  0.118
C -10.1934 6.2132 -15.3138  0.021
H -3.1282 -14.5794 0.9693  0.149
H 4.2333 14.5747 2.4572  0.121
H -0.6138 5.3170 -6.5129  0.112
C 8.3549 -7.0379 17.5261  0.000
H -2.6985 -13.0908 -1.0367  0.094
H -2.0133 -16.0035 1.0525  0.134
H 3.2631 9.0037 -2.5524  0.089
H 1.5839 2.5751 -1.2612  0.104
N -1.9771 -15.0502 -0.7324  -0.265
C -1.8218 -2.0627 7.8847  -0.077
H -2.6229 -4.7101 9.0973  0.116
H 4.3041 17.4762 3.1481  0.139
H -7.8307 7.5627 -12.9852  0.137
H 2.0006 3.3549 -12.3736  0.076
O -7.7230 5.9936 -11.6247  -0.031
H 3.0662 -5.5956 -4.7731  0.063
H -6.9459 6.4603 -11.3540  0.085
H 0.5916 3.9034 -0.5414  -0.013
H 4.0287 -5.9935 2.3917  0.128
N -8.9226 9.1414 4.9782  -0.344
H -8.7666 7.9336 -16.7167  0.133
H 3.2883 2.3234 -11.8368  0.082
H 8.9089 -10.3538 18.3183  0.121
H -3.8679 -16.8625 -2.2313  0.124
H -1.0608 -16.9389 -1.1147  0.149
H -1.5955 4.4286 -1.2244  0.024
H -5.1077 -0.3275 -2.8803  0.043
H 3.4853 -8.6276 2.5875  0.100
H 1.3765 1.9589 -10.3902  0.090
H 1.6198 0.3731 -0.5613  0.189
N 1.4195 2.4152 1.3700  0.068
H 1.1940 3.4409 1.6311  0.011
C -10.0934 7.8060 6.8409  -0.269
H -11.0823 7.9174 6.3769  0.129
H -2.1839 9.6581 -3.2656  0.103
C 1.4752 -2.1319 11.0036  -0.101
H -2.9762 7.9160 -1.0142  0.145
H 6.0536 -10.4961 15.7280  0.135
C -2.7285 -15.4599 0.4687  -0.137
H -8.7420 5.7979 -17.3249  0.114
H -0.1841 7.1197 -3.0055  0.086
C 1.8967 2.8634 -10.3358  -0.220
H -1.1069 -0.8922 1.4580  0.076
H -0.1514 7.4275 -7.9036  0.106
H -1.1736 5.5464 0.1133  0.001
C 4.9942 17.0558 2.3689  0.023
H 3.2298 4.1747 -11.4824  0.117
H -12.7364 -0.2961 -1.2679  0.122
H 7.0799 -8.2450 15.7142  0.143
H -7.1963 7.6807 -15.8978  0.116
C 2.5576 -6.6351 -6.6076  -0.094
H 5.9332 2.0709 3.6905  0.175
H 9.0630 -5.8679 -4.4990  0.112
C 5.5851 -0.3519 3.2609  -0.035
H 4.8914 2.6406 2.4345  -0.027
H 9.2836 -8.1104 15.2568  0.109
H 7.7440 -5.3612 -0.4365  0.165
H -11.0812 9.6082 4.9661  0.110
H 0.4180 -7.0194 1.9922  0.138
H -3.0872 -4.2635 6.9091  0.145
H 7.4250 -6.8375 18.0753  0.122
N 8.7296 -5.5878 -2.4304  -0.367
H -7.1860 1.0886 -2.4204  0.094
C 3.3997 8.5338 -1.5851  -0.019
C -0.5815 -14.5574 -0.3306  -0.115
C -11.8517 -0.0022 -3.2226  -0.151
H 0.8346 3.4526 -7.1161  0.122
N 5.8184 15.8727 2.8582  -0.353
C -8.2167 5.4527 -16.4512  -0.008
H -7.0621 5.7180 -14.2604  0.122
H -7.9503 7.9174 6.2225  0.148
C -8.2786 7.6803 -15.7490  0.017
N 8.4908 -8.4967 17.1513  -0.349
H -8.0645 -0.7956 -1.0608  0.128
H -7.4318 0.2477 -3.9020  0.115
C 3.5356 -5.8773 -5.7083  -0.211
H -0.3920 5.8920 -10.2538  0.144
H 2.2787 -7.4979 -6.0097  0.136
C 3.3331 0.3948 4.0121  -0.216
H -10.5585 6.8891 -16.1699  0.149
H -0.1826 5.3026 -2.8106  0.053
C 8.5769 -7.0710 -2.3592  0.015
H 2.1945 -4.4150 -8.1822  0.132
H 1.2950 6.6713 -8.6666  0.120
H -9.3764 1.9139 -1.8447  0.098
O 5.7099 -5.5623 -1.8774  -0.151
C 0.6152 2.0228 0.3202  -0.386
H -6.9319 8.7911 4.3764  0.106
H -10.6175 8.8459 8.4181  0.152
H -10.1044 -1.0079 -3.9013  0.138
C -0.5400 5.6133 -9.1795  -0.060
H -5.9040 -0.9421 -1.4604  0.069
H 0.0161 -4.5556 -6.0347  0.070
C -1.8103 5.3560 -0.7654  -0.144
H 6.5854 13.5863 3.9690  0.121
C 8.4866 -5.2210 -3.8537  0.007
C -1.2440 8.9689 -1.8351  -0.251
N 0.1113 4.2475 -8.9466  -0.291
H -3.6846 6.2397 -2.4652  0.098
H -0.8465 -5.2962 7.8200  0.140
H -4.6573 -15.6741 -0.4005  0.113
N 4.1163 6.3762 -0.5490  0.174
H 4.4140 16.6756 1.5827  0.088
C 5.5196 13.4619 3.7790  -0.196
H 8.7512 -4.1837 -4.0139  0.115
N 1.2557 -5.9711 -7.0425  -0.329
C -8.5805 10.3816 5.7732  0.047
H 0.0196 -3.9579 7.0300  0.069
H -0.1459 -15.4633 0.1978  0.152
C -0.2918 6.2774 -2.3286  -0.032
H -1.5243 9.8081 -1.3027  0.106
Br -2.0000 2.7720 1.1740  -0.016
C 7.1345 -8.9090 16.5953  -0.116
H -3.2102 -18.1647 -1.1849  0.139
Br 1.5583 -3.1299 4.4456  -0.318
C 2.9141 -6.0245 2.3643  -0.064
H -0.1601 -14.0042 -2.3830  0.109
H 7.6706 -9.1683 19.0251  0.125
H 4.1925 15.2732 3.9988  0.145
H 3.0860 -7.0684 -7.4770  0.148
H -9.1310 0.9466 -0.3975  0.111
C 0.6069 2.8552 -0.8306  -0.194
H 1.0221 -14.8901 -1.8032  0.108
H 5.0984 13.1841 4.7189  0.125
C 3.9537 7.1137 -1.8656  -0.280
H 2.6299 2.7915 -9.4522  0.141
H -3.8528 -14.3975 -1.5384  0.111
H 2.2300 -8.4046 1.3354  0.128
O -1.3375 9.2066 -3.2155  -0.026
C -1.8942 7.7804 -1.1540  -0.109
H 6.0916 -3.7431 -0.9608  0.096
H -12.5571 -1.7735 -2.3098  0.137
H 7.0671 17.2593 3.9377  0.121
H -0.7687 -2.2250 11.1563  0.120
C -0.8925 -4.2617 7.5007  -0.127
H -7.8133 9.8504 3.3213  0.109
H 1.4786 1.7873 2.2088  0.123
H 2.6687 -6.0454 1.3120  0.062
H -8.4668 8.3661 -14.9582  0.093
H 6.3019 -8.6644 17.2860  0.152
H -10.5438 6.5617 -14.3691  0.087
H 4.3780 2.6155 3.9480  0.148
H -10.0802 10.0102 3.4280  0.128
H -1.6833 -16.1424 -2.5621  0.121
H -2.5321 5.0115 -3.0595  0.079
H 7.7132 5.6005 -2.6076  0.098
C -2.7966 -14.0186 -1.5339  0.053
H -1.1129 -2.1591 5.9355  0.060
H 0.0840 -1.8932 2.1270  0.018
C 0.1472 -2.8391 9.2123  -0.166
H -1.4476 3.3623 -7.8405  0.124
Br 1.3051 5.7086 1.0924  0.014
C -0.1356 -7.3558 4.0722  -0.189
H -0.4975 -9.3363 4.3696  0.109
H -9.1780 7.1153 5.1075  0.137
H 8.4134 -6.4567 16.6045  0.112
H -0.2768 0.1479 -0.4633  0.153
C -10.3033 9.3104 4.2745  0.048
H -6.0352 -1.7520 -3.0481  0.043
H 4.6804 5.5080 -0.6404  0.089
H 9.9646 -9.5461 16.1098  0.111
H -10.6612 8.3939 3.9057  0.086
C -10.7157 -1.1167 -1.4155  -0.089
O 4.1763 -4.6434 -6.1458  -0.048
C -1.9355 -16.3954 -1.5512  -0.065
H -0.1132 -0.9130 10.3045  0.119
H -10.8556 1.2829 -1.0401  0.131
H 9.4025 -8.8145 19.0677  0.120
C -0.1334 -1.2715 1.2901  -0.064
H 7.2988 16.3310 1.2835  0.136
C 8.6130 -9.2982 18.4517  0.030
C 6.4175 -4.3439 -1.7340  -0.256
C 1.4361 1.3204 4.8628  -0.067
C -3.2876 -17.0700 -1.3249  -0.105
C 0.3298 6.5039 -8.1586  -0.111
H -2.7483 -1.8165 8.4620  0.141
H 7.7668 -11.7602 15.1491  0.106
C -12.1086 -0.8218 -1.9826  -0.116
C 7.8413 -4.7646 -1.4155  -0.065
C 0.3754 -14.1250 -1.4323  -0.230
C -7.2425 0.0865 -2.8250  -0.190
H 5.7621 -0.2593 4.3766  0.115
N -9.7336 -0.1650 -2.0676  -0.305
H 0.6270 -7.8408 -7.8388  0.111
O -9.8735 8.7868 7.7702  -0.046
H -8.0853 8.1615 3.2304  0.115
C 4.8665 14.7545 3.2917  -0.086
H -3.3027 -2.9680 -4.4023  -0.666
N 4.9610 2.0781 3.3079  0.172
C -0.9149 3.2010 -8.7907  0.031
H 0.7908 -2.3675 8.4519  0.150
C -8.3589 6.5846 -12.7247  -0.222
H 2.3383 -8.1322 4.9312  0.109
H 7.0484 6.4711 -4.0394  0.096
H -10.0644 6.7681 7.2637  0.154